22
Properties=species:S:1:pos:R:3:forces:R:3:mulliken_charge:R:1 method="wB97M-V/def2-TZVPD" homo_lumo_gap_ha=0.360 smiles=CCCCN.O.O e_homo_ev=-8.96 relative_energy_kcal_mol=60.22 total_energy_ha=-366.55520
C -3.013 -1.356 0.248 -1.923 -0.902 -0.646 -1.1357
C -1.834 -0.675 -0.438 -1.652 -1.347 0.948 -0.5553
C -1.538 0.644 0.171 0.569 -1.469 3.558 -0.5794
C -0.628 0.650 1.528 -0.783 0.237 -1.587 -0.6105
N 0.397 -0.303 1.315 1.300 -0.784 -0.403 -0.5534
H -3.190 -2.324 -0.356 -0.069 1.206 1.456 0.3105
H -2.852 -1.530 1.312 0.218 -0.477 -0.004 0.3015
H -4.020 -0.757 0.258 1.890 -0.799 -0.485 0.2793
H -2.178 -0.654 -1.449 0.170 0.840 -0.985 0.2974
H -1.013 -1.364 -0.470 0.698 -0.268 0.123 0.4650
H -2.475 1.023 0.487 -0.901 1.324 -0.342 0.3439
H -0.995 1.107 -0.556 1.260 2.417 -1.575 0.3595
H -0.178 1.624 1.602 0.060 0.604 -0.048 0.3862
H -1.091 0.460 2.496 -1.039 0.144 -0.171 0.3001
H -0.064 -1.198 1.324 0.584 -0.539 0.165 0.1734
H 1.164 -0.264 1.980 -0.374 -0.186 -0.016 0.2178
O 5.343 3.906 1.616 1.861 -0.316 2.565 -0.6375
H 6.268 3.555 1.706 -1.464 0.527 -0.324 0.3272
H 5.111 3.852 0.724 -0.401 -0.213 -2.239 0.3102
O 0.130 -2.850 -4.014 -0.223 -0.917 0.291 -0.6719
H 0.864 -3.543 -3.817 -1.300 3.278 -0.993 0.3371
H 0.154 -1.894 -4.318 1.515 -2.359 0.714 0.3346